(1)
{
  "formula": "C45H33ClLiN5O2P2Se2",
  "method": "wB97M-V/def2-TZVPD",
  "lumo_ev": 3.877,
  "gap_ev": 6.40,
  "max_force_ha_per_bohr": 0.00872,
  "relative_energy_kcal_mol": 0.0,
  "energy_ha": -8112.3330,
  "e_homo_ev": -2.53,
  "total_charge": -2,
  "species": ["Li", "C", "C", "C", "C", "C", "C", "N", "N", "C", "C", "C", "C", "C", "C", "H", "H", "H", "H", "H", "H", "H", "H", "H", "Se", "P", "C", "C", "C", "C", "C", "C", "C", "C", "C", "C", "C", "C", "C", "C", "N", "N", "N", "P", "Se", "C", "C", "C", "C", "C", "C", "C", "C", "C", "C", "C", "C", "H", "H", "H", "H", "H", "H", "H", "H", "H", "H", "H", "H", "H", "H", "H", "H", "H", "H", "H", "H", "Cl", "C", "C", "C", "C", "C", "C", "C", "O", "O", "H", "H", "H", "H"],
  "positions_angstrom": [[2.500, 1.198, 0.106], [3.644, -2.226, 4.602], [3.680, -0.874, 4.301], [3.418, -0.434, 3.010], [3.123, -1.362, 2.018], [3.078, -2.726, 2.316], [3.341, -3.149, 3.607], [2.873, -0.834, 0.720], [2.682, -1.694, -0.156], [2.394, -1.200, -1.466], [2.372, -2.226, -2.415], [2.133, -1.917, -3.746], [1.898, -0.586, -4.075], [1.905, 0.398, -3.088], [2.160, 0.163, -1.729], [3.841, -2.565, 5.613], [3.910, -0.147, 5.070], [3.457, 0.623, 2.772], [2.818, -3.423, 1.534], [3.297, -4.206, 3.846], [2.546, -3.247, -2.091], [2.124, -2.691, -4.506], [1.700, -0.316, -5.110], [1.708, 1.419, -3.420], [-5.360, 0.196, 0.957], [-3.752, -1.092, 0.445], [-3.575, -1.311, -1.355], [-2.317, -1.550, -1.907], [-2.187, -1.716, -3.277], [-3.308, -1.661, -4.095], [-4.564, -1.435, -3.544], [-4.696, -1.251, -2.179], [-4.076, -2.762, 1.079], [-4.231, -2.929, 2.453], [-4.540, -4.172, 2.971], [-4.706, -5.261, 2.122], [-4.554, -5.097, 0.756], [-4.239, -3.849, 0.233], [-2.122, -0.721, 1.047], [-1.236, 0.364, 1.005], [-0.113, -0.039, 1.642], [-0.285, -1.281, 2.031], [-1.479, -1.726, 1.687], [-1.295, 2.043, 0.383], [0.452, 3.144, 0.787], [-1.663, 1.960, -1.407], [-0.627, 2.186, -2.306], [-0.851, 2.082, -3.670], [-2.113, 1.760, -4.147], [-3.150, 1.534, -3.253], [-2.927, 1.627, -1.888], [-2.766, 2.755, 1.167], [-2.996, 2.433, 2.501], [-4.084, 2.966, 3.171], [-4.950, 3.827, 2.513], [-4.713, 4.166, 1.189], [-3.623, 3.634, 0.518], [-1.437, -1.579, -1.276], [-1.202, -1.869, -3.698], [-3.200, -1.780, -5.167], [-5.438, -1.381, -4.184], [-5.662, -1.035, -1.737], [-4.094, -2.081, 3.111], [-4.643, -4.297, 4.042], [-4.948, -6.235, 2.530], [-4.674, -5.941, 0.087], [-4.106, -3.732, -0.835], [0.356, 2.427, -1.919], [-0.030, 2.240, -4.359], [-2.287, 1.675, -5.213], [-4.136, 1.267, -3.612], [-3.748, 1.442, -1.204], [-2.320, 1.753, 3.007], [-4.263, 2.697, 4.204], [-5.809, 4.233, 3.033], [-5.384, 4.840, 0.670], [-3.447, 3.906, -0.516], [10.641, 2.826, -0.449], [8.960, 2.720, 0.036], [7.984, 2.594, -0.937], [6.656, 2.516, -0.541], [6.308, 2.568, 0.803], [7.311, 2.686, 1.756], [8.645, 2.762, 1.384], [4.828, 2.498, 1.233], [4.604, 2.604, 2.450], [4.015, 2.345, 0.285], [8.261, 2.555, -1.982], [5.857, 2.401, -1.263], [7.013, 2.719, 2.797], [9.432, 2.851, 2.122]],
  "forces_ev_per_angstrom": [[0.033, 0.160, -0.071], [0.011, 0.009, 0.052], [-0.001, 0.038, -0.002], [0.014, -0.111, -0.047], [0.101, -0.127, 0.245], [-0.008, 0.195, 0.051], [-0.017, -0.045, -0.041], [-0.255, -0.084, -0.359], [0.109, 0.129, 0.303], [-0.006, -0.038, -0.059], [-0.043, 0.117, -0.135], [-0.033, -0.074, 0.112], [-0.036, 0.064, -0.045], [0.157, 0.070, -0.103], [-0.091, -0.174, -0.005], [-0.001, 0.006, -0.010], [0.003, -0.004, -0.005], [-0.008, 0.015, -0.022], [-0.002, -0.016, -0.014], [-0.005, 0.011, -0.008], [0.018, -0.020, -0.002], [-0.005, 0.005, 0.014], [0.006, -0.003, 0.007], [0.134, -0.120, 0.027], [-0.003, -0.019, -0.081], [0.057, 0.035, -0.096], [0.030, -0.098, -0.028], [-0.112, 0.001, 0.052], [0.001, -0.044, -0.072], [0.005, -0.062, 0.016], [0.044, -0.086, -0.092], [-0.009, -0.047, 0.163], [-0.068, -0.047, -0.030], [-0.008, -0.038, 0.008], [0.008, 0.027, 0.013], [-0.006, -0.030, -0.002], [-0.018, -0.068, -0.014], [0.057, 0.013, -0.001], [0.055, -0.052, 0.098], [0.159, -0.079, 0.162], [-0.053, 0.285, -0.267], [-0.037, -0.157, 0.046], [-0.096, -0.050, -0.002], [0.059, -0.091, -0.232], [0.066, 0.123, 0.094], [0.041, -0.012, 0.090], [-0.009, 0.010, 0.132], [-0.105, 0.033, -0.104], [0.032, 0.054, 0.040], [-0.076, 0.137, 0.029], [-0.121, 0.100, -0.068], [-0.046, 0.000, 0.023], [0.019, 0.007, 0.032], [0.029, 0.041, 0.046], [0.001, 0.011, 0.004], [-0.048, 0.017, 0.005], [0.043, 0.098, -0.017], [0.010, 0.004, 0.029], [0.058, 0.010, -0.029], [0.010, 0.000, 0.004], [0.007, -0.003, 0.001], [0.012, 0.000, 0.007], [-0.011, 0.019, 0.004], [-0.001, -0.004, -0.004], [0.004, 0.002, -0.006], [-0.001, -0.002, 0.018], [-0.016, 0.003, 0.015], [-0.006, -0.008, -0.013], [-0.068, 0.001, 0.011], [-0.002, -0.001, -0.006], [0.036, 0.051, 0.000], [-0.004, 0.036, 0.045], [-0.026, -0.009, 0.002], [-0.002, -0.004, -0.011], [-0.004, 0.000, -0.010], [-0.005, -0.004, 0.008], [0.031, -0.031, 0.000], [0.099, 0.002, -0.029], [-0.032, 0.001, 0.014], [0.009, -0.006, -0.002], [-0.058, -0.037, 0.012], [-0.150, 0.045, 0.035], [-0.045, 0.021, 0.019], [-0.010, -0.007, -0.010], [0.203, 0.098, 0.066], [0.012, -0.071, -0.194], [-0.045, -0.142, 0.200], [0.007, -0.001, 0.006], [0.015, 0.018, 0.000], [0.000, 0.001, -0.007], [0.005, 0.004, -0.010]],
  "mulliken_charge": [1.166, -0.327, -0.771, -0.087, -0.072, -0.285, -0.562, 0.476, -0.379, 0.028, -0.312, -0.701, -0.630, -0.789, -0.128, 0.350, 0.402, 0.286, 0.397, 0.331, 0.391, 0.350, 0.344, 0.579, -0.350, 0.896, 0.273, -0.388, -0.602, -0.368, -0.835, -0.379, 0.648, -0.435, -0.618, -0.441, -0.803, -0.397, 0.388, -0.401, 0.323, -1.113, -0.079, 0.689, -0.469, 0.102, -0.623, -0.683, -0.641, -1.127, 0.352, 0.176, -0.389, -0.599, -0.433, -0.634, -0.162, 0.510, 0.417, 0.375, 0.342, 0.381, 0.352, 0.357, 0.349, 0.388, 0.360, 0.385, 0.454, 0.370, 0.522, 0.620, 0.412, 0.365, 0.354, 0.369, 0.426, -0.273, 0.551, -0.678, -0.182, -0.188, -0.160, -0.644, 0.540, -0.781, -0.910, 0.389, 0.470, 0.439, 0.387]
}

***

(2)
{
  "formula": "C45H33F4GeN4O2PdS2",
  "method": "wB97M-V/def2-TZVPD",
  "s_squared": 3.8120,
  "lumo_ev": [-6.557, -8.435],
  "gap_ev": [7.02, 5.20],
  "max_force_ha_per_bohr": 0.07363,
  "relative_energy_kcal_mol": 0.0,
  "energy_ha": -5503.9383,
  "multiplicity": 4,
  "e_homo_ev": [-13.57, -13.63],
  "total_charge": 2,
  "species": ["Pd", "O", "S", "C", "C", "C", "C", "S", "O", "C", "C", "C", "C", "C", "C", "C", "C", "C", "C", "C", "C", "H", "H", "H", "H", "H", "H", "H", "H", "H", "H", "H", "H", "H", "H", "H", "H", "H", "H", "F", "C", "C", "F", "C", "C", "C", "F", "C", "C", "C", "N", "C", "N", "F", "C", "C", "N", "C", "N", "C", "Ge", "C", "C", "C", "C", "C", "C", "C", "C", "C", "C", "C", "C", "C", "C", "C", "C", "H", "H", "H", "H", "H", "H", "H", "H", "H", "H", "H", "H", "H", "H", "H"],
  "positions_angstrom": [[-9.067, 15.069, 17.497], [-7.528, 15.837, 18.851], [-6.153, 16.481, 18.925], [-5.070, 15.482, 18.002], [-4.865, 14.073, 18.554], [-5.932, 12.985, 18.154], [-5.955, 12.469, 16.719], [-7.549, 12.763, 15.933], [-7.715, 14.323, 15.955], [-7.032, 12.372, 14.226], [-6.774, 13.439, 13.401], [-6.554, 13.166, 12.052], [-6.558, 11.855, 11.636], [-6.835, 10.814, 12.503], [-7.105, 11.060, 13.804], [-6.041, 17.954, 17.861], [-5.410, 19.046, 18.394], [-5.438, 20.247, 17.727], [-5.993, 20.393, 16.489], [-6.572, 19.259, 15.877], [-6.628, 18.069, 16.597], [-4.164, 16.027, 18.181], [-5.385, 15.528, 16.921], [-4.792, 13.999, 19.655], [-3.862, 13.816, 18.186], [-6.805, 13.411, 18.526], [-5.725, 12.109, 18.770], [-5.741, 11.409, 16.559], [-5.266, 13.101, 16.060], [-6.745, 14.426, 13.769], [-6.506, 13.927, 11.280], [-6.393, 11.548, 10.577], [-6.857, 9.792, 12.123], [-7.444, 10.268, 14.476], [-4.898, 18.959, 19.379], [-4.920, 21.108, 18.187], [-5.955, 21.290, 15.944], [-7.032, 19.244, 14.913], [-7.035, 17.136, 16.112], [-9.496, 12.140, 18.621], [-9.150, 11.544, 19.779], [-8.183, 10.567, 19.778], [-7.603, 10.245, 18.576], [-7.829, 9.880, 20.888], [-8.553, 10.224, 22.049], [-9.543, 11.162, 22.107], [-10.071, 11.389, 23.301], [-9.795, 11.905, 20.959], [-10.578, 13.132, 21.076], [-10.446, 14.148, 20.105], [-10.207, 14.904, 19.241], [-11.582, 13.511, 21.978], [-12.403, 13.812, 22.785], [-8.214, 9.618, 23.168], [-6.772, 8.807, 20.994], [-6.823, 7.736, 21.876], [-6.718, 6.909, 22.692], [-5.750, 8.873, 19.953], [-5.079, 9.109, 19.043], [-10.031, 18.587, 17.860], [-10.298, 17.195, 16.561], [-9.650, 17.566, 14.710], [-9.095, 16.803, 13.642], [-8.971, 17.374, 12.393], [-9.509, 18.644, 12.100], [-9.972, 19.431, 13.143], [-10.090, 18.871, 14.385], [-11.879, 16.112, 16.769], [-12.931, 16.726, 17.331], [-14.086, 15.935, 17.580], [-14.056, 14.584, 17.498], [-12.929, 13.913, 16.898], [-12.760, 12.533, 16.818], [-11.770, 11.980, 16.053], [-10.818, 12.814, 15.414], [-10.818, 14.163, 15.670], [-11.895, 14.728, 16.412], [-9.881, 19.506, 17.271], [-9.149, 18.291, 18.449], [-10.882, 18.635, 18.595], [-8.680, 15.780, 13.810], [-8.580, 16.745, 11.596], [-9.578, 18.900, 11.026], [-10.335, 20.455, 12.909], [-10.377, 19.574, 15.180], [-12.960, 17.771, 17.489], [-15.007, 16.469, 17.848], [-14.911, 13.979, 17.685], [-13.596, 11.996, 17.270], [-11.682, 10.904, 16.006], [-10.169, 12.455, 14.645], [-10.250, 14.870, 15.072]],
  "forces_ev_per_angstrom": [[0.291, -0.372, -0.578], [-0.327, 0.289, -0.153], [-0.534, 0.928, 0.000], [-0.337, -0.795, -0.842], [0.241, -1.154, -0.592], [2.485, -0.562, 0.402], [0.703, 2.095, -1.214], [0.168, 0.566, -0.577], [0.284, -0.791, 0.030], [-0.801, 0.761, 1.378], [0.249, -0.703, -0.979], [-0.290, 0.055, -0.306], [0.142, -0.911, -1.563], [0.392, -1.021, -1.137], [-0.620, -0.146, 1.483], [-0.798, -0.366, -0.190], [0.477, -0.281, 1.806], [1.336, 1.600, 0.649], [-0.754, -1.965, -0.829], [0.063, -0.322, 1.414], [-0.120, -1.567, -0.647], [0.828, 0.357, -0.449], [0.492, -0.211, 0.969], [-0.076, 0.572, -0.441], [-0.279, -0.397, 0.107], [-2.143, 0.424, 0.164], [0.016, 0.080, 0.200], [0.094, 0.101, 0.279], [-0.616, -1.022, 0.829], [-0.117, 0.968, 0.425], [0.373, 0.202, 0.395], [-0.113, 0.715, 0.885], [-0.027, 0.270, 0.089], [0.254, 0.189, -0.120], [-0.516, 0.206, -0.768], [-0.407, -0.522, -0.266], [0.051, 1.146, -0.377], [-0.042, 0.380, -0.574], [0.193, 1.106, 0.512], [0.340, -0.237, 0.396], [-0.273, 0.366, -0.233], [0.604, -0.138, -3.063], [-0.850, 0.553, 1.019], [0.337, -1.265, 2.517], [1.035, -1.179, 0.005], [0.507, -0.111, 0.263], [-0.245, 0.420, -0.589], [-0.894, 1.008, 0.661], [-0.874, 0.791, -0.782], [1.213, 1.270, -2.326], [-0.845, -1.373, 2.088], [-2.090, -0.135, 3.154], [2.331, -0.749, -2.484], [-0.090, -0.093, 0.355], [0.133, 1.045, -2.162], [0.501, -0.474, 1.041], [-0.289, 0.533, -0.818], [-0.986, 0.084, 0.859], [0.108, -0.197, 0.346], [-0.497, -0.165, 0.580], [0.381, -0.529, -1.309], [-0.419, 0.287, -0.385], [0.365, -0.323, 1.629], [-0.789, -0.016, -0.489], [0.499, -0.962, -0.552], [-0.674, 0.643, -1.862], [0.836, 0.266, 1.818], [1.207, 0.074, -0.773], [-1.182, -1.150, -0.115], [-0.866, 0.883, 0.533], [0.802, -0.408, -1.082], [0.306, 1.545, 0.621], [-1.253, -0.240, -0.345], [0.590, -0.089, 0.350], [-0.572, 0.148, 0.327], [-0.892, 0.379, -0.123], [0.735, 0.270, 0.558], [0.087, -0.164, 0.727], [-0.056, 0.391, -0.337], [0.705, 0.123, -0.960], [-0.495, 0.893, -0.050], [0.012, 0.271, 0.035], [0.253, 0.360, 0.899], [0.272, -0.840, 0.456], [-0.244, -0.467, -0.199], [-0.026, 0.900, 0.389], [0.388, -0.444, 0.122], [-0.638, -0.221, 0.445], [0.545, -0.582, -0.117], [-0.068, -0.036, -0.324], [0.463, -0.543, -0.131], [0.334, -0.283, 0.008]],
  "mulliken_charge": [1.819, -0.570, 0.062, -0.268, -1.678, 0.362, -0.805, 0.524, 0.268, 0.351, -0.425, -1.043, -0.426, -0.660, -0.543, 0.496, -0.317, -0.596, -0.766, -0.771, 0.510, 0.598, 0.127, 0.425, 0.460, -0.199, 0.037, 0.664, 0.514, 0.502, 0.401, 0.347, 0.407, 0.467, 0.404, 0.358, 0.501, 0.590, -0.290, 0.134, 0.287, 0.527, -0.311, 0.117, 0.794, -0.231, -0.282, 0.583, 0.217, 0.196, -0.662, -0.267, -0.378, -0.302, 0.039, 0.025, -0.365, 0.037, -0.422, -0.998, 1.000, 0.880, 0.119, -0.613, -0.629, -0.791, -0.718, 0.254, -0.867, -0.984, -1.174, 0.521, -0.684, -1.081, -0.587, -0.416, 0.617, 0.412, 0.292, 0.453, 0.137, 0.457, 0.379, 0.421, 0.222, 0.568, 0.422, 0.501, 0.487, 0.458, 0.704, 0.663]
}